No. 1
A structure of composition C41H66BGe2N7SeTc. Source: OMol25; level of theory: ωB97M-V/def2-TZVPD.

* LUMO (spin up / spin down): -0.2 / -1.0 eV
* multiplicity: 4
* orbital gap (spin up / spin down): 0.278 / 0.248 Ha
* ΔE to the lowest compared entry with this formula, charge and spin: 0.0 kcal/mol
* max |F|: 1.1 eV Å⁻¹

Positions of all 119 atoms, in Å:
Tc  0.81  -0.04  0.01
C  1.45  5.16  0.29
C  0.93  4.04  1.12
C  -0.05  4.10  2.09
C  -0.20  2.79  2.56
N  0.63  1.99  1.91
N  1.33  2.76  1.03
B  2.69  2.22  0.55
N  3.00  0.96  1.41
N  2.61  -0.31  1.15
C  3.13  -1.10  2.10
C  3.83  -0.30  3.01
C  3.70  1.00  2.54
C  4.21  2.23  3.21
C  3.07  -2.60  2.21
C  4.51  -3.13  2.37
C  2.23  -2.98  3.44
C  2.45  -3.27  0.99
N  2.79  1.91  -0.95
N  2.51  0.66  -1.42
C  3.14  0.51  -2.59
C  3.77  1.72  -2.92
C  3.54  2.57  -1.86
C  4.07  3.96  -1.74
C  3.43  -0.76  -3.34
C  2.76  -1.97  -2.72
C  3.04  -0.62  -4.82
C  4.96  -0.98  -3.26
C  -1.12  2.38  3.68
C  -2.57  2.54  3.20
C  -0.90  3.32  4.87
C  -0.83  0.95  4.11
H  1.31  6.10  0.82
H  0.90  5.22  -0.66
H  2.50  5.02  0.07
H  -0.57  4.98  2.42
H  3.53  3.02  0.80
H  4.35  -0.60  3.89
H  3.41  2.95  3.35
H  5.01  2.70  2.64
H  4.60  1.94  4.19
H  5.01  -2.70  3.23
H  5.09  -2.90  1.48
H  4.48  -4.21  2.50
H  2.65  -2.56  4.35
H  2.20  -4.07  3.54
H  1.22  -2.61  3.32
H  3.04  -3.05  0.10
H  1.43  -2.92  0.85
H  2.44  -4.34  1.13
H  4.32  1.93  -3.81
H  4.89  4.08  -2.44
H  4.43  4.16  -0.74
H  3.30  4.69  -1.99
H  1.68  -1.91  -2.83
H  3.00  -2.03  -1.67
H  3.11  -2.88  -3.21
H  1.98  -0.39  -4.92
H  3.24  -1.55  -5.34
H  3.60  0.17  -5.30
H  5.28  -1.05  -2.22
H  5.51  -0.16  -3.72
H  5.22  -1.90  -3.77
H  -2.84  3.59  3.15
H  -3.25  2.04  3.88
H  -2.69  2.12  2.20
H  -1.14  4.35  4.61
H  0.14  3.28  5.21
H  -1.54  3.01  5.70
H  -0.85  0.27  3.27
H  -1.55  0.61  4.85
H  0.17  0.89  4.56
C  -0.42  -4.55  -2.56
C  -0.06  -3.62  -1.41
Ge  -0.61  -1.67  -1.59
C  -0.55  -0.83  -3.47
C  -0.59  -1.78  -4.65
C  -2.59  -1.94  -1.60
C  -3.62  -1.13  -1.37
Ge  -3.31  0.47  -0.17
C  -4.26  2.26  -0.46
C  -5.58  2.52  0.24
C  -3.41  -0.48  1.63
C  -4.77  -0.55  2.31
C  -5.01  -1.49  -1.68
C  -5.34  -2.48  -2.61
C  -6.66  -2.80  -2.85
C  -7.69  -2.13  -2.20
C  -7.37  -1.12  -1.31
C  -6.05  -0.82  -1.05
H  -0.22  -5.58  -2.28
H  0.17  -4.32  -3.44
H  -1.47  -4.47  -2.83
H  1.01  -3.69  -1.23
H  -0.56  -3.96  -0.50
H  0.32  -0.18  -3.53
H  -1.43  -0.18  -3.50
H  -1.43  -2.47  -4.57
H  0.33  -2.36  -4.71
H  -0.70  -1.23  -5.58
H  -2.80  -2.92  -2.01
H  -4.37  2.40  -1.54
H  -3.51  2.99  -0.13
H  -6.37  1.91  -0.17
H  -5.87  3.57  0.13
H  -5.49  2.31  1.31
H  -2.69  -0.03  2.30
H  -3.06  -1.49  1.42
H  -5.16  0.44  2.53
H  -4.68  -1.10  3.24
H  -5.49  -1.08  1.68
H  -4.57  -3.01  -3.14
H  -6.90  -3.59  -3.56
H  -8.72  -2.39  -2.40
H  -8.16  -0.57  -0.81
H  -5.81  -0.05  -0.34
N  -0.72  -1.88  2.09
C  -0.19  -1.19  1.33
Se  -1.09  1.29  -0.69

Here are the Löwdin charges for atoms 1 to 8, given in e: 0.999 -0.006 -0.280 0.027 -0.271 0.070 -0.025 -0.552

---

No. 2
A structure of composition C6H15O3P. Source: OMol25; level of theory: ωB97M-V/def2-TZVPD.

* LUMO: 0.9 eV
* multiplicity: 1
* orbital gap: 0.335 Ha
* ΔE to the lowest compared entry with this formula, charge and spin: 55.7 kcal/mol
* max |F|: 5.4 eV Å⁻¹

Positions of all 25 atoms, in Å:
C  1.25  0.28  2.42
C  -0.93  -2.97  -0.41
C  -1.13  2.30  -1.78
C  2.05  0.12  1.09
C  -1.17  -1.46  -0.79
C  0.66  -0.15  -0.68
O  0.30  2.92  0.50
O  1.33  -0.79  0.28
O  -0.07  -0.90  -1.44
P  -0.50  1.85  -0.17
H  0.66  1.25  2.38
H  0.52  -0.49  2.41
H  1.75  0.16  3.33
H  -0.63  -3.35  -1.33
H  -0.16  -3.09  0.34
H  -1.91  -3.43  0.03
H  -0.15  2.24  -2.46
H  -1.85  1.56  -2.15
H  -1.49  3.31  -1.72
H  3.01  -0.26  1.24
H  2.09  1.11  0.66
H  -1.34  -1.02  0.21
H  -2.05  -1.37  -1.38
H  1.35  0.52  -1.30
H  -1.58  1.66  0.70

Here are the Löwdin charges for atoms 1 to 8, given in e: -0.042 -0.045 -0.241 -0.201 -0.243 -0.447 -0.464 -0.064